--- 1 ---
8
Properties=species:S:1:pos:R:3 method="wB97M-V/def2-TZVPD" e_lumo_ev=0.9578 homo_energy_ev=-8.67
C 0.8353 -0.5227 0.1466
C -0.6680 0.3583 -0.6814
P 0.6573 1.3345 0.0969
Cl -2.1186 -0.1145 0.1703
H 0.2297 -0.9799 0.9371
H 1.2797 -1.2780 -0.5078
H -0.5622 -0.0371 -1.6939
H 0.3469 1.2394 1.5321



--- 2 ---
8
Properties=species:S:1:pos:R:3 method="wB97M-V/def2-TZVPD" e_lumo_ev="-1.0171 / -0.9996" homo_energy_ev="-7.92 / -7.89"
C -0.8493 0.2812 0.5339
C -0.9940 -0.3226 -0.6453
P 2.1286 -0.7057 0.2704
Cl 3.3282 0.8247 -0.0069
H -0.3692 1.2447 0.4706
H -1.2203 -0.0937 1.4789
H -1.3893 -1.3931 -0.6693
H -0.6346 0.1646 -1.4323



Most stable structure, least stable structure: 1, 2.



--- 1 ---
108
Properties=species:S:1:pos:R:3 method="wB97M-V/def2-TZVPD" e_lumo_ev=0.2295 homo_energy_ev=-8.82
O -1.3677 0.7651 2.6228
H -1.7004 0.0431 3.1808
H -0.7876 1.3114 3.1726
O -0.6248 0.4408 -0.0844
H -0.4396 1.3308 -0.4041
H -0.6374 0.4459 0.8839
C -1.7570 -6.0735 -2.7282
C -1.1742 -5.8256 -1.3399
C -1.4908 -4.4057 -0.8585
O -0.8161 -4.2498 0.3435
C -1.2490 -3.0957 1.0315
N -1.6423 -6.8948 -0.4478
H -1.3756 -5.3105 -3.3978
H -2.8568 -6.0482 -2.7678
H -1.4039 -7.0277 -3.1149
H -0.0748 -5.8818 -1.3788
H -2.5747 -4.1478 -0.8602
H -0.9804 -3.7007 -1.5541
H -1.0346 -2.1634 0.4700
H -0.7446 -3.0644 1.9937
H -2.3502 -3.0976 1.1568
H -2.6489 -6.9185 -0.3730
H -1.2257 -6.7897 0.4658
C 5.7981 -3.0120 1.9153
C 5.5667 -1.4711 2.0562
C 4.1456 -1.1513 1.5884
O 3.1829 -1.4652 2.5710
C 1.8592 -1.2269 2.1075
N 5.8426 -1.0975 3.4460
H 6.8459 -3.1621 1.6593
H 5.2588 -3.4070 1.0450
H 5.5487 -3.5849 2.8219
H 6.2659 -0.8151 1.5186
H 3.9535 -1.5718 0.5762
H 4.0938 -0.0563 1.4581
H 1.1553 -1.4430 2.9110
H 1.6560 -1.9252 1.2907
H 1.7069 -0.2057 1.7300
H 5.7118 -0.0904 3.4305
H 5.1541 -1.5288 4.0491
C -4.7663 -1.3042 -2.6889
C -3.7880 -0.4896 -1.8504
C -4.3655 -0.0731 -0.4955
O -4.5095 -1.2448 0.2346
C -4.6448 -1.0473 1.6011
N -2.5122 -1.1643 -1.8504
H -4.3938 -1.3477 -3.7149
H -5.7553 -0.8348 -2.6802
H -4.8459 -2.3250 -2.3095
H -3.6242 0.4510 -2.3983
H -5.3416 0.4137 -0.6753
H -3.7590 0.6889 0.0535
H -4.7851 -2.0030 2.1153
H -5.4891 -0.3686 1.8101
H -3.7489 -0.5495 2.0187
H -2.7028 -2.0864 -1.4658
H -1.9352 -0.6536 -1.1883
C 1.4431 2.7864 1.7093
C 1.2403 4.2705 1.9747
C 2.3594 4.9685 2.7094
O 2.6663 4.1065 3.8145
C 3.1660 4.8239 4.9258
N 1.0189 5.0523 0.7411
H 1.5776 2.2837 2.6710
H 2.3547 2.6270 1.1048
H 0.5769 2.3360 1.2027
H 0.3374 4.3802 2.5915
H 2.0567 5.9806 3.0030
H 3.2526 5.0494 2.0761
H 3.6079 4.1514 5.6697
H 2.2690 5.3097 5.3484
H 3.8720 5.6106 4.6709
H 0.7106 4.4105 0.0430
H 1.8696 5.5291 0.4936
C 0.3261 -1.5342 -3.6594
C 1.5529 -1.1879 -2.8625
C 2.1474 0.1901 -3.0483
O 2.2845 0.4874 -4.3997
C 3.4347 -0.0645 -5.0132
N 1.4548 -1.3285 -1.3857
H 0.0046 -2.5231 -3.3505
H 0.5643 -1.5329 -4.7237
H -0.4977 -0.8475 -3.4354
H 2.3514 -1.8598 -3.2519
H 3.0728 0.3118 -2.4687
H 1.4346 0.9399 -2.7000
H 3.3025 0.2154 -6.0605
H 3.5364 -1.1573 -4.9867
H 4.3403 0.4140 -4.6121
H 1.1230 -2.1959 -0.9897
H 0.7886 -0.6325 -1.0780
C -3.8861 3.2405 1.0743
C -2.4341 3.4348 0.6724
C -2.2659 3.4460 -0.8445
O -0.9554 3.0060 -1.1319
C -0.5957 3.2004 -2.5180
N -1.9328 4.5920 1.4380
H -4.2749 2.3721 0.5400
H -4.5356 4.0809 0.7737
H -4.0290 3.0485 2.1456
H -1.8153 2.6063 1.0368
H -2.5064 4.4573 -1.2135
H -2.9404 2.6944 -1.2890
H 0.4086 2.8074 -2.6239
H -0.6771 4.2583 -2.8371
H -1.2505 2.5772 -3.1427
H -1.1511 4.9633 0.9252
H -2.5797 5.3545 1.5684



--- 2 ---
108
Properties=species:S:1:pos:R:3 method="wB97M-V/def2-TZVPD" e_lumo_ev=0.7129 homo_energy_ev=-8.76
O -0.8738 0.3967 -2.9338
H -0.5570 1.2348 -2.5585
H -0.3594 0.3939 -3.7496
O 0.1814 2.2714 -1.2620
H 0.8831 1.8167 -0.7398
H -0.5703 2.2057 -0.6558
C -3.7701 3.0061 1.4474
C -2.2923 3.0158 1.3744
C -1.6043 3.1639 2.7229
O -0.2152 3.3616 2.6189
C 0.5165 3.4699 3.8407
N -1.8182 1.8201 0.5659
H -4.2227 3.2127 0.4898
H -4.1953 3.7730 2.1141
H -4.1473 2.0454 1.8522
H -1.8760 3.8260 0.8227
H -1.7520 2.3540 3.4462
H -2.1487 4.0565 3.0766
H 1.3931 4.1397 3.6544
H 0.8159 2.4919 4.2674
H -0.0265 4.1738 4.5016
H -2.0894 1.0131 1.1012
H -2.4316 1.7748 -0.2662
C -4.2102 -0.7271 -2.5273
C -4.7959 0.6597 -2.3825
C -5.8791 0.7935 -1.3074
O -5.4862 0.3010 -0.0394
C -6.5383 -0.1437 0.6935
N -3.6753 1.6588 -2.1795
H -3.4250 -0.5706 -3.2947
H -4.9638 -1.5089 -2.7409
H -3.6989 -1.1176 -1.6694
H -5.2581 0.8970 -3.3528
H -6.6875 0.1437 -1.6516
H -6.1607 1.8887 -1.3324
H -7.2554 0.6524 0.9827
H -6.1395 -0.5877 1.5410
H -7.0162 -0.9732 0.1310
H -2.8813 1.3973 -2.6919
H -4.0116 2.6195 -2.5649
C 3.6424 2.7983 0.1888
C 3.3022 1.4602 0.9391
C 3.9750 1.4754 2.2992
O 5.3919 1.5476 2.0069
C 6.1583 1.6473 3.1682
N 1.8192 1.2555 0.9208
H 4.6929 2.9097 -0.1234
H 3.3890 3.6278 0.9019
H 2.9376 2.8391 -0.6443
H 3.7051 0.6335 0.2809
H 3.8794 0.5463 2.7741
H 3.5940 2.3449 2.8836
H 6.1086 0.8236 3.8806
H 6.0751 2.6571 3.5711
H 7.1718 1.4925 2.7647
H 1.3560 2.0462 1.4162
H 1.5354 0.4139 1.4466
C 4.1717 0.9118 -4.4232
C 2.8892 0.4376 -3.7530
C 3.2199 -0.9720 -3.2987
O 3.5471 -1.8768 -4.3072
C 2.3866 -2.6252 -4.7390
N 2.6601 1.2840 -2.5545
H 4.9370 0.8828 -3.6430
H 4.1619 1.9367 -4.7744
H 4.3891 0.1947 -5.1539
H 2.1252 0.3906 -4.5325
H 2.4595 -1.4442 -2.6367
H 4.1709 -0.8694 -2.7587
H 1.5578 -1.9774 -5.0940
H 2.0473 -3.1977 -3.9225
H 2.7069 -3.3426 -5.5358
H 2.7382 2.2681 -2.6914
H 1.7204 1.0920 -2.1335
C -1.3804 -2.5025 5.3186
C -0.7364 -1.8156 4.1895
C 0.7041 -2.1958 3.9759
O 1.3197 -1.4787 2.9162
C 2.6051 -1.9948 2.6577
N -1.4721 -2.0202 2.9395
H -1.2165 -1.8890 6.2226
H -1.1882 -3.5742 5.4728
H -2.4858 -2.4585 5.1506
H -0.8816 -0.7779 4.4050
H 0.6234 -3.2303 3.7485
H 1.4093 -2.0502 4.8252
H 2.7966 -1.6664 1.6506
H 2.7605 -3.0948 2.7471
H 3.3652 -1.5670 3.3073
H -0.8707 -1.8792 2.0757
H -1.7710 -2.9789 2.8232
C 0.9886 -3.6785 -0.2516
C 0.3228 -2.5569 -1.0436
C -0.8629 -2.9543 -1.9371
O -0.3647 -3.5005 -3.0563
C -1.3814 -3.6683 -4.0420
N -0.1756 -1.5747 -0.0446
H 0.3983 -4.1243 0.5952
H 1.8963 -3.2731 0.1611
H 1.3330 -4.5201 -0.8878
H 1.0878 -2.1111 -1.6402
H -1.4694 -2.0183 -2.0409
H -1.5665 -3.5997 -1.4090
H -2.3613 -3.9407 -3.5655
H -1.0298 -4.4993 -4.6552
H -1.5689 -2.8255 -4.6774
H -0.7700 -0.8680 -0.4845
H 0.5626 -1.1254 0.4867



Most stable structure, least stable structure: 1, 2.